[1]
The following is a DFT calculation (ωB97M-V with the def2-TZVPD basis set) of a cluster of 2 separate species, C2H11N2 in total at a distorted geometry.

CARTESIAN COORDINATES (ANGSTROEM)
H1 -1.34 -0.24 -1.06
N1 -0.38 0.14 -0.70
C1 0.53 0.22 -1.93
C2 -0.62 1.41 0.03
H2 1.32 -1.61 2.12
H3 -0.09 -0.90 2.87
H4 1.46 0.53 -1.58
H5 -1.02 2.09 -0.74
N2 0.32 -1.55 2.09
H6 0.04 -0.58 0.01
H7 -1.46 1.16 0.68
H8 0.30 1.71 0.71
H9 0.13 0.99 -2.56
H10 0.61 -0.83 -2.32
H11 0.20 -2.52 2.37

Relative energy (zero: lowest compared OMol25 entry of this formula, charge and spin) = 1.282 eV
LUMO = -3.32 eV
Total charge = +1
Spin multiplicity = 1
E_HOMO = -14.752 eV
DFT total energy = -192.03957 a.u.

---

[2]
The following is a DFT calculation (ωB97M-V with the def2-TZVPD basis set) of a cluster of 2 separate species, C2H11N2O in total at a distorted geometry.

CARTESIAN COORDINATES (ANGSTROEM)
C1 0.90 -1.03 0.11
H1 -2.75 -0.99 -0.43
C2 1.10 0.19 -0.82
H2 0.15 0.28 -1.40
H3 2.40 1.62 0.14
O1 -2.68 -0.06 -0.24
H4 -1.13 -0.19 0.61
H5 0.26 0.38 1.53
H6 -2.72 0.36 -1.18
H7 1.94 -0.33 -1.53
N1 -0.20 -0.43 1.10
H8 0.34 -1.91 -0.32
H9 -0.69 -1.07 1.75
N2 1.42 1.36 -0.09
H10 1.82 -1.28 0.78
H11 1.32 2.02 -0.88

Relative energy (zero: lowest compared OMol25 entry of this formula, charge and spin) = 1.585 eV
LUMO = -3.35 eV
Total charge = +1
Spin multiplicity = 1
E_HOMO = -14.307 eV
DFT total energy = -267.26645 a.u.

---

[3]
The following is a DFT calculation (ωB97M-V with the def2-TZVPD basis set) of a cluster of 2 separate species, C2H11N2O in total.

CARTESIAN COORDINATES (ANGSTROEM)
H1 -0.79 -1.22 -0.01
C1 2.45 -1.31 -0.04
C2 0.52 0.17 -0.35
N1 1.28 -0.63 0.53
H2 1.52 -0.15 1.38
H3 -2.89 2.02 -0.58
H4 2.12 -2.02 -0.78
H5 -3.60 0.83 0.32
H6 -1.95 0.62 -0.11
H7 -2.48 1.83 1.02
H8 0.43 1.21 -0.02
H9 0.89 0.13 -1.36
N2 -2.74 1.34 0.16
H10 2.96 -1.86 0.75
O1 -0.86 -0.34 -0.42
H11 3.15 -0.61 -0.49

Relative energy (zero: lowest compared OMol25 entry of this formula, charge and spin) = 0.701 eV
LUMO = -3.59 eV
Total charge = +1
Spin multiplicity = 1
E_HOMO = -13.225 eV
DFT total energy = -267.29894 a.u.

---

[4]
The following is a DFT calculation (ωB97M-V with the def2-TZVPD basis set) of a cluster of 3 separate species, C2H11N2O2 in total at a distorted geometry.

CARTESIAN COORDINATES (ANGSTROEM)
H1 2.86 3.18 0.47
O1 0.35 0.57 1.47
C1 -2.22 -1.69 -0.10
H2 1.33 -0.46 -2.39
N1 -1.18 -0.63 -0.41
H3 -1.86 -2.34 0.69
C2 -0.45 -0.62 -1.49
H4 1.41 -0.30 -0.71
H5 -2.93 -1.01 0.36
O2 2.48 2.50 1.04
N2 0.89 -0.67 -1.50
H6 -2.77 -2.13 -0.93
H7 -0.72 -0.08 0.34
H8 1.14 1.14 1.46
H9 -0.82 -0.72 -2.51
H10 2.25 3.01 1.82
H11 0.25 0.26 2.38

Relative energy (zero: lowest compared OMol25 entry of this formula, charge and spin) = 1.290 eV
LUMO = -3.69 eV
Total charge = +1
Spin multiplicity = 1
E_HOMO = -14.570 eV
DFT total energy = -342.54106 a.u.